No. 1
DFT (ωB97M-V with the def2-TZVPD basis set) results for a 11-piece molecular cluster, C5H32N2O11 overall.

ORCA input file:
```
! wB97M-V def2-TZVPD RIJCOSX def2/J DEFGRID3
* xyz 0 1
N 1.6759 -0.0132 -0.6742
C 1.6840 0.8585 0.5236
C 2.8663 1.7741 0.8388
C 1.4220 0.0397 1.7768
N 0.6088 0.5473 2.7555
C -0.0180 -0.4599 3.6654
C -0.3720 1.6185 2.4746
O 2.0889 -0.9729 1.9487
H 2.4610 -0.6333 -0.7428
H 1.6704 0.5488 -1.5266
H 0.7471 1.4052 0.3030
H 2.5383 2.6215 1.4376
H 3.2919 2.0582 -0.1230
H 3.3885 1.2344 1.5985
H -0.9854 -0.7829 3.2104
H -0.0581 0.0241 4.6522
H 0.5994 -1.3445 3.7997
H -0.7553 2.0602 3.3731
H -0.0532 2.5280 1.9813
H -1.2284 1.0218 2.0752
H -1.5062 3.6331 -0.3158
H -0.7119 2.4492 -0.7816
O -0.8835 2.9763 0.0330
H -2.0823 -1.6654 1.2453
H -1.0312 -2.0985 2.1964
O -1.6157 -1.3461 2.0530
H 0.1514 -0.0258 -0.7079
H -0.8534 0.4688 0.3741
O -0.7912 0.0360 -0.4835
H -1.5499 1.4233 -2.2975
H -1.5859 2.8198 -2.5893
O -0.8874 2.1424 -2.5005
H 0.4491 -2.7045 2.0477
H 1.9207 -2.8208 1.5028
O 1.0850 -3.2748 1.6216
H 1.0069 -3.5738 -0.3994
H 0.4849 -2.3200 -1.0584
O 0.5867 -3.2648 -1.2193
H -0.4957 -0.3152 -3.7607
H -1.2069 -1.3287 -4.5752
O -1.3124 -0.8433 -3.7433
H -2.1938 -3.3655 -0.5728
H -1.2488 -2.1026 -0.7812
O -2.0417 -2.4502 -0.3184
H -2.3754 0.0170 -1.4870
H -2.8800 -0.0729 -2.8616
O -3.0320 0.4640 -2.0656
H 0.5658 1.5376 -3.5505
H 1.6771 0.7800 -4.3612
O 0.7858 0.6919 -3.9908
*
```

Summary:
LUMO level: 0.09 eV
SMILES: C[C@@H](N)C(=O)N(C)C.O.O.O.O.O.O.O.O.O.O
calculated total energy: -31205.8361 eV
molecular weight: 296.314 g mol⁻¹
HOMO-LUMO gap: 9.203 eV

---

No. 2
DFT (ωB97M-V with the def2-TZVPD basis set) results for a 2-piece molecular cluster, C8H16O overall.

ORCA input file:
```
! wB97M-V def2-TZVPD RIJCOSX def2/J DEFGRID3
* xyz -1 2
C 1.8254 1.4354 -1.0140
C 0.9327 0.5798 -1.9705
C -0.1873 -0.2482 -1.2987
C -1.2125 0.6760 -0.6301
C -1.2177 1.8279 1.6393
C -1.1600 0.6743 0.8938
C -1.4293 -0.5603 1.6234
C -0.6089 -1.5802 1.9608
H 1.5028 1.2273 0.0103
H 2.8919 1.2519 -1.1609
H 1.4810 2.4744 -1.0274
H 0.4146 1.2848 -2.6197
H 1.4919 -0.1277 -2.6064
H -0.5258 -0.9479 -2.0934
H 0.0725 -0.9224 -0.4795
H -2.2661 0.3065 -0.7762
H -1.1318 1.7202 -0.9547
H -1.2345 2.8280 1.1891
H -1.4588 1.9814 2.6841
H -2.4478 -0.6361 2.0599
H -1.0083 -2.4627 2.4339
H 0.4659 -1.7378 1.8546
H 2.2931 -1.5455 -0.2500
H 1.1632 -2.4633 -0.5618
O 2.1153 -2.3920 -0.6658
*
```

Summary:
LUMO level (alpha / beta): 3.72 / 3.65 eV
calculated total energy: -10599.7532 eV
<S²>: 0.755
molecular weight: 128.215 g mol⁻¹
HOMO-LUMO gap (alpha / beta): 3.033 / 7.655 eV

---

No. 3
DFT (ωB97M-V with the def2-TZVPD basis set) results for a 3-piece molecular cluster, C18H43BrO8S2Si overall.

ORCA input file:
```
! wB97M-V def2-TZVPD RIJCOSX def2/J DEFGRID3
* xyz 0 1
C 3.6742 1.6772 1.7988
C 4.3364 0.4394 1.1973
C 3.3564 -0.5033 0.4887
C 2.6099 -1.4694 1.4234
C 1.2426 -0.9481 1.8822
C 0.1314 -1.2442 0.8712
Si -1.6011 -0.6914 1.2734
Br -1.5941 0.4893 3.1934
C -2.3424 0.3871 -0.0510
C -3.6248 1.1788 0.2511
C -3.3588 2.5892 0.7919
C -4.4585 3.1078 1.6979
O -5.6158 3.5079 0.9515
O -2.4701 -2.0652 1.4967
C -3.8864 -2.2073 1.5478
C -4.4809 -1.7340 2.8656
H 3.0813 1.4328 2.6835
H 3.0071 2.1528 1.0752
H 4.4163 2.4173 2.1023
H 5.1080 0.7507 0.4889
H 4.8590 -0.1127 1.9850
H 3.8917 -1.0602 -0.2844
H 2.6182 0.1035 -0.0504
H 2.4664 -2.4293 0.9155
H 3.2333 -1.6768 2.2993
H 1.3061 0.1332 2.0341
H 0.9825 -1.3691 2.8564
H 0.3869 -0.7938 -0.0966
H 0.0715 -2.3241 0.6970
H -1.5571 1.0886 -0.3591
H -2.4908 -0.2753 -0.9135
H -4.2684 0.6351 0.9531
H -4.1894 1.2678 -0.6779
H -2.4059 2.6346 1.3240
H -3.2855 3.2790 -0.0546
H -4.1211 3.9848 2.2541
H -4.7380 2.3458 2.4342
H -6.2650 2.8033 0.9798
H -4.0893 -3.2691 1.4013
H -4.3298 -1.6720 0.7008
H -3.7862 -1.9373 3.6806
H -5.4117 -2.2661 3.0717
H -4.6900 -0.6632 2.8658
O -4.3111 0.8958 -3.0012
S -5.1613 1.0658 -4.1440
O -4.7125 1.8966 -5.2175
O -6.5851 1.5434 -3.6397
C -6.6133 2.6184 -2.6527
C -6.3461 3.9714 -3.2677
C -5.6427 -0.4988 -4.7834
H -5.8967 2.3793 -1.8665
H -7.6184 2.5529 -2.2420
H -5.3233 4.0497 -3.6319
H -6.5034 4.7372 -2.5070
H -7.0255 4.1575 -4.0991
H -6.0054 -1.1165 -3.9670
H -4.7514 -0.9318 -5.2326
H -6.4101 -0.3416 -5.5365
O 7.2468 -0.9222 -0.8047
S 7.3784 -2.0130 0.1161
O 7.4849 -1.7269 1.5141
O 8.5917 -2.9253 -0.3444
C 9.8406 -2.2536 -0.6720
C 10.6065 -1.8354 0.5616
C 6.0947 -3.1869 -0.1344
H 9.6110 -1.4084 -1.3207
H 10.3830 -2.9989 -1.2494
H 10.0849 -1.0532 1.1101
H 11.5835 -1.4568 0.2576
H 10.7544 -2.6847 1.2280
H 6.0306 -3.4191 -1.1937
H 5.1793 -2.7173 0.2186
H 6.3180 -4.0716 0.4560
*
```

Summary:
LUMO level: 0.45 eV
SMILES: CCCCCC[Si@@](Br)(CCCCO)OCC.CCOS(C)(=O)=O.CCOS(C)(=O)=O
calculated total energy: -135336.3737 eV
molecular weight: 559.658 g mol⁻¹
HOMO-LUMO gap: 10.203 eV

---

No. 4
DFT (ωB97M-V with the def2-TZVPD basis set) results for a 8-piece molecular cluster, C53H115N3O18 overall.

ORCA input file:
```
! wB97M-V def2-TZVPD RIJCOSX def2/J DEFGRID3
* xyz 0 1
C -0.8955 -2.1090 2.2243
C -0.2708 -3.4681 2.2426
C -0.9918 -4.3773 1.2233
C -0.2675 -5.6837 1.0774
C 1.1086 -5.4204 0.5343
C 1.9437 -4.4817 1.4429
N 1.0666 -3.3597 1.7303
O 1.7232 -2.3993 2.6711
C 2.4454 -5.2507 2.6706
C 3.0565 -4.0560 0.5074
C -0.3064 -4.0421 3.7624
H -0.6436 -1.5520 3.1661
H -1.9402 -2.3440 2.2995
H -0.7115 -1.4718 1.4046
H -2.0626 -4.5707 1.5415
H -1.1089 -3.7838 0.3006
H -0.7425 -6.3811 0.4139
H -0.1366 -6.3375 1.9919
H 1.0579 -4.9005 -0.3925
H 1.8020 -6.2393 0.4066
H 3.4571 -5.6821 2.3391
H 2.7103 -4.5219 3.4174
H 1.8828 -5.9978 3.1240
H 3.5947 -4.9608 0.2262
H 2.7484 -3.4638 -0.3705
H 3.7729 -3.4186 1.0239
H -1.2903 -3.8952 4.2465
H 0.5247 -3.6575 4.3512
H -0.1904 -5.1264 3.7523
H 1.7970 -1.5727 2.1971
C -1.8780 1.7716 4.6466
C -1.7051 3.2356 5.0821
C -3.0985 3.7421 5.3547
C -3.0867 5.0469 6.1237
C -2.3994 4.7984 7.4640
C -0.9286 4.1879 7.2682
N -1.0637 3.0299 6.3990
O 0.1659 2.3641 6.2932
C 0.0516 5.2572 6.7886
C -0.4573 3.6561 8.6065
C -0.8522 3.9967 4.0531
H -0.9011 1.2864 4.6690
H -2.3204 1.7986 3.6398
H -2.6048 1.2672 5.2830
H -3.5732 3.9032 4.3649
H -3.6071 2.8611 5.7233
H -4.0605 5.4058 6.4096
H -2.5435 5.7782 5.5539
H -2.9102 4.0065 7.9410
H -2.2767 5.7311 8.0116
H 0.3861 5.8211 7.6599
H 0.9503 4.8356 6.3199
H -0.3454 5.8712 6.0080
H -0.9134 2.7629 9.0294
H 0.5752 3.3496 8.4391
H -0.6072 4.3302 9.3739
H -1.3163 3.9407 3.0385
H 0.1886 3.6269 3.9881
H -0.7324 5.0799 4.2478
H 0.8134 3.0523 5.9512
C -1.3681 4.2416 -1.1804
C -2.4354 3.4045 -1.9583
C -2.1179 1.9096 -2.1176
C -2.4444 1.1416 -0.7992
C -3.8846 1.3252 -0.3831
C -4.2580 2.8287 -0.2550
N -3.8714 3.4203 -1.5637
O -4.2647 4.7703 -1.4670
C -5.7636 2.9421 -0.1096
C -3.6399 3.5704 1.0021
C -2.4373 3.9997 -3.3874
H -1.1544 3.7852 -0.2185
H -1.8192 5.2248 -0.9585
H -0.4716 4.3022 -1.7719
H -2.7909 1.5114 -2.9116
H -1.0881 1.7023 -2.5110
H -1.7864 1.4514 0.0261
H -2.0753 0.1746 -0.8967
H -4.1006 0.7843 0.5522
H -4.5665 0.8532 -1.1109
H -5.9298 2.4171 0.8277
H -6.1229 4.0067 0.0709
H -6.3503 2.5143 -0.9702
H -3.0155 2.8158 1.5156
H -3.1253 4.4840 0.7581
H -4.5448 3.7714 1.6255
H -2.3813 5.1321 -3.2464
H -3.2835 3.6930 -3.9597
H -1.5305 3.7666 -3.9311
H -5.1191 4.8226 -1.9107
C 1.8914 1.5941 1.8749
C 2.3776 0.7354 0.6938
O 1.2556 -0.1694 0.4292
C 1.0790 -0.6208 -0.8272
O 1.7575 -0.4928 -1.8201
O -0.0326 -1.4003 -0.7894
C -0.3394 -2.0685 -1.9891
H 2.7306 2.2457 2.0917
H 1.7654 1.0212 2.8106
H 0.9744 2.1451 1.7868
H 3.1119 0.0647 1.1230
H 2.6667 1.3023 -0.2061
H 0.5364 -2.3296 -2.5067
H -1.0109 -1.4123 -2.5550
H -0.9116 -2.9740 -1.7750
C 6.3528 -1.0488 -3.5548
C 5.4858 -2.1968 -3.1019
O 5.0008 -2.9627 -4.2280
C 4.2742 -3.9686 -3.8571
O 3.9258 -4.2449 -2.7166
O 4.0026 -4.7173 -4.9226
C 3.0246 -5.7751 -4.8165
H 5.8911 -0.3526 -4.2586
H 7.2593 -1.4223 -3.9808
H 6.5666 -0.4437 -2.6326
H 4.6560 -1.7891 -2.5155
H 6.1073 -2.8826 -2.5185
H 2.0825 -5.2906 -4.9227
H 3.0774 -6.1547 -3.8583
H 3.1557 -6.5250 -5.5493
C 2.2200 -2.2645 10.1560
O 2.0570 -0.9592 10.6160
C 1.1688 -0.2090 9.7926
C 1.5609 -0.0126 8.4140
O 1.2674 -1.1107 7.6259
C 1.4691 -0.8850 6.2372
C 2.9190 -0.9941 5.7422
O 3.7922 -0.0239 6.1999
C 5.0371 0.0367 5.4677
H 2.5801 -2.3046 9.1591
H 1.3185 -2.8445 10.4371
H 3.0098 -2.6640 10.8716
H 1.1641 0.7960 10.2275
H 0.1500 -0.7808 9.8311
H 2.6829 0.2779 8.4312
H 1.0659 0.9052 8.0276
H 1.0329 0.1017 6.0302
H 0.8560 -1.6271 5.7409
H 2.9857 -0.9617 4.6266
H 3.3539 -1.9557 6.0027
H 4.9122 -0.0132 4.3883
H 5.5485 -0.8922 5.7656
H 5.5307 0.9484 5.7931
C 0.0021 4.4713 -7.6757
O 0.9911 3.4637 -7.4435
C 0.6634 2.7477 -6.2118
C -0.5854 1.8415 -6.3823
O -0.6757 1.0564 -5.2403
C -1.6499 -0.0256 -5.3439
C -3.0810 0.4606 -5.7983
O -3.1149 0.9053 -7.1320
C -4.4745 1.0295 -7.5410
H -0.9348 4.1625 -8.0931
H 0.4924 5.1794 -8.4072
H -0.2224 5.0347 -6.8026
H 0.4561 3.5287 -5.4895
H 1.4960 2.0647 -5.9734
H -0.4077 1.2039 -7.3134
H -1.4210 2.5190 -6.5364
H -1.6953 -0.5127 -4.3809
H -1.2919 -0.7541 -6.1061
H -3.4397 1.2428 -5.1470
H -3.7942 -0.3991 -5.6462
H -4.9217 1.7955 -6.9156
H -5.0692 0.0625 -7.4288
H -4.4764 1.3537 -8.5867
C -2.8018 -1.9925 -9.2788
O -1.8670 -2.8986 -9.8813
C -1.2553 -3.8198 -8.9907
C 0.1744 -3.4503 -8.5884
O 0.1987 -2.2465 -7.7945
C 1.5655 -1.8286 -7.6401
C 2.2978 -2.4498 -6.4811
O 1.6346 -2.3376 -5.2454
C 1.9180 -1.1796 -4.4664
H -3.3499 -1.4473 -10.0576
H -2.2929 -1.2609 -8.7021
H -3.4993 -2.6783 -8.7797
H -1.1593 -4.7568 -9.5058
H -1.8654 -3.9855 -8.1427
H 0.8118 -3.3304 -9.4683
H 0.6467 -4.2447 -7.9942
H 1.4917 -0.7385 -7.3285
H 2.0926 -1.9009 -8.6113
H 3.3520 -2.0869 -6.5075
H 2.4018 -3.5020 -6.7000
H 2.3712 -0.3835 -5.0561
H 2.5679 -1.5412 -3.6620
H 0.9827 -0.8370 -4.0302
*
```

Summary:
LUMO level: 0.37 eV
SMILES: CC1(C)CCCC(C)(C)N1O.CC1(C)CCCC(C)(C)N1O.CC1(C)CCCC(C)(C)N1O.CCOC(=O)OC.CCOC(=O)OC.COCCOCCOC.COCCOCCOC.COCCOCCOC
calculated total energy: -98139.8635 eV
molecular weight: 1082.506 g mol⁻¹
HOMO-LUMO gap: 8.731 eV

---

No. 5
DFT (ωB97M-V with the def2-TZVPD basis set) results for one molecule with the formula C16H24N6O2S2.

ORCA input file:
```
! wB97M-V def2-TZVPD RIJCOSX def2/J DEFGRID3
* xyz 0 1
O -1.2632 3.2842 3.1611
O -1.4830 -1.4220 0.8660
N 3.3419 -0.7340 -4.3671
N 2.8452 -0.9255 -6.6046
S 1.2853 -0.5674 -5.9273
S -5.2498 0.5213 2.3763
C -1.6354 2.1018 3.1296
C -0.3439 -1.0356 0.9399
C 2.0537 -0.6082 -4.2976
C 3.7712 -0.8341 -5.6660
N -2.9281 1.7968 2.5959
N 0.4055 -1.0808 -0.3316
N 1.5521 -0.6392 -2.9673
N -0.9415 -0.2693 4.1954
C 5.3100 -0.9248 -5.8468
C -3.4575 0.3652 2.5062
C -5.2306 2.3343 2.4170
C -3.7708 2.7231 1.9639
C -0.2352 -1.7195 -1.5293
C 1.6035 -0.2621 -0.5303
C 0.1400 -0.9858 -2.8030
C 2.4395 -0.6841 -1.8120
C -0.2074 -1.3360 3.5468
C 0.4773 0.6955 2.6318
C -0.5667 1.0148 3.6832
C 0.3917 -0.7403 2.2723
H -0.9339 -0.3504 5.1497
H 5.5857 -1.3429 -6.8172
H 5.5970 0.1710 -5.8250
H 5.8202 -1.5064 -5.0582
H -3.1518 -0.2933 3.3469
H -3.0791 -0.0934 1.6408
H -5.8519 2.8340 1.6683
H -5.5247 2.6254 3.5025
H -3.8564 2.7728 0.8895
H -3.6186 3.6838 2.4412
H 0.1067 -2.6954 -1.6306
H -1.3400 -1.7877 -1.5311
H 1.2832 0.8099 -0.5317
H 2.2601 -0.5036 0.3767
H -0.3227 -0.0122 -2.7283
H -0.3029 -1.4863 -3.6525
H 3.2602 0.0695 -1.9411
H 2.8911 -1.6675 -1.7197
H 0.5548 -1.6633 4.2071
H -0.8899 -2.0958 3.3111
H 0.3282 1.2797 1.8430
H 1.5023 0.8899 2.8822
H 0.0350 1.4931 4.4696
H 1.3437 -1.1992 2.1047
*
```

Summary:
LUMO level: 0.38 eV
SMILES: Cc1nsc(N2CCN(C(=O)[C@@H]3CN[C@H](C(=O)N4CCSC4)C3)CC2)n1
calculated total energy: -51685.1846 eV
molecular weight: 396.542 g mol⁻¹
HOMO-LUMO gap: 8.730 eV

---

No. 6
DFT (ωB97M-V with the def2-TZVPD basis set) results for one molecule with the formula C4H8O2.

ORCA input file:
```
! wB97M-V def2-TZVPD RIJCOSX def2/J DEFGRID3
* xyz 0 1
C -0.1385 2.1662 -0.0803
C 0.8602 1.0482 0.1707
O 0.1910 -0.1312 0.6575
C 0.2505 -1.2208 -0.1350
O 0.8226 -1.2587 -1.1978
C -0.5052 -2.3895 0.4448
H -1.0253 1.7768 -0.5894
H -0.4573 2.6533 0.8459
H 0.3151 2.9248 -0.7274
H 1.3925 0.7819 -0.7431
H 1.5864 1.3269 0.9399
H -0.5413 -2.3628 1.5351
H -0.0315 -3.3093 0.0971
H -1.5309 -2.3714 0.0614
*
```

Summary:
LUMO level: 0.97 eV
SMILES: CCOC(C)=O
calculated total energy: -8372.9680 eV
molecular weight: 88.106 g mol⁻¹
HOMO-LUMO gap: 11.392 eV

---

No. 7
DFT (ωB97M-V with the def2-TZVPD basis set) results for a 2-piece molecular cluster, C3H7O2S overall.

ORCA input file:
```
! wB97M-V def2-TZVPD RIJCOSX def2/J DEFGRID3
* xyz -1 1
C 0.3230 1.1441 0.1353
S 2.0504 0.6770 0.0031
C 1.8022 -1.1111 -0.1972
H -0.2062 0.5606 0.8738
H -0.2184 1.0728 -0.8024
H 0.2895 2.2058 0.4018
H 1.1168 -1.4075 0.5833
H 1.3683 -1.3630 -1.1585
H 2.7703 -1.5846 -0.0586
O -1.6185 -1.4036 -0.3453
C -2.4343 -0.4752 -0.2012
O -2.7104 0.2023 0.8134
H -2.9942 -0.1311 -1.1206
*
```

Summary:
LUMO level: 3.33 eV
calculated total energy: -18156.1196 eV
molecular weight: 107.154 g mol⁻¹
HOMO-LUMO gap: 7.453 eV